{"formula": "C19H19F5N4O3PdS", "method": "wB97M-V/def2-TZVPD", "species": ["Pd", "O", "N", "N", "O", "C", "C", "C", "C", "C", "C", "H", "H", "H", "H", "H", "C", "C", "C", "N", "C", "S", "N", "C", "O", "C", "C", "C", "C", "C", "C", "H", "H", "H", "H", "H", "H", "H", "H", "H", "H", "H", "H", "H", "H", "F", "C", "F", "C", "F", "F", "F"], "positions_angstrom": [[-0.254, 0.798, 1.600], [0.324, 2.179, 4.447], [0.492, 1.993, 3.284], [1.154, 2.971, 2.500], [1.145, 2.587, 1.292], [1.722, 4.187, 2.904], [1.743, 4.611, 4.244], [2.339, 5.825, 4.522], [2.897, 6.595, 3.509], [2.868, 6.162, 2.184], [2.280, 4.958, 1.871], [1.316, 4.031, 5.043], [2.366, 6.171, 5.545], [3.357, 7.544, 3.750], [3.302, 6.767, 1.402], [2.242, 4.606, 0.852], [0.964, -0.844, -3.543], [1.922, -1.282, -2.442], [1.397, -0.995, -1.041], [0.207, -1.835, -0.795], [-0.331, -2.115, 0.358], [0.375, -1.435, 1.842], [-1.383, -2.908, 0.552], [-2.383, -3.352, -0.472], [-3.516, -3.190, -0.157], [-1.855, -3.958, -1.700], [-0.680, -4.717, -1.692], [-0.256, -5.326, -2.860], [-0.999, -5.168, -4.027], [-2.172, -4.423, -4.032], [-2.615, -3.825, -2.864], [1.347, -1.131, -4.519], [0.830, 0.237, -3.541], [-0.026, -1.300, -3.454], [2.876, -0.762, -2.539], [2.147, -2.348, -2.519], [1.103, 0.061, -0.950], [2.145, -1.223, -0.279], [-0.204, -2.292, -1.607], [-1.796, -2.908, 1.479], [-0.127, -4.865, -0.773], [0.632, -5.941, -2.861], [-0.668, -5.647, -4.938], [-2.747, -4.323, -4.941], [-3.536, -3.259, -2.837], [-2.908, 1.004, 3.003], [-2.475, 0.694, 1.794], [-2.915, -0.516, 1.434], [-2.857, 1.748, 0.732], [-2.308, 2.918, 1.070], [-2.324, 1.356, -0.436], [-4.158, 1.886, 0.603]], "atomic_forces_ev_per_a": [[0.507, -0.303, 0.024], [0.081, -0.213, -0.279], [0.114, 0.595, 0.163], [-0.170, -0.394, 0.213], [-0.163, 0.020, 0.020], [-0.104, -0.249, -0.058], [0.083, 0.131, 0.032], [-0.066, -0.109, 0.108], [0.028, 0.045, -0.043], [-0.057, -0.104, -0.016], [0.093, 0.195, -0.082], [0.012, 0.007, -0.022], [0.006, 0.018, 0.007], [0.005, 0.010, 0.015], [0.009, 0.012, -0.013], [-0.002, 0.005, 0.027], [-0.025, 0.008, -0.013], [0.055, 0.005, 0.066], [-0.122, 0.112, 0.017], [-0.163, -0.158, -0.140], [0.018, 0.041, 0.386], [-0.096, 0.290, -0.025], [0.044, -0.051, -0.270], [0.113, -0.040, 0.265], [-0.095, 0.030, -0.075], [-0.010, 0.056, -0.032], [0.038, 0.045, -0.042], [-0.112, 0.051, -0.017], [0.051, -0.046, 0.013], [-0.032, 0.039, 0.065], [0.087, -0.034, -0.036], [0.040, 0.009, -0.010], [-0.011, 0.029, 0.009], [-0.016, -0.033, -0.002], [-0.016, 0.009, -0.035], [0.003, -0.014, 0.019], [0.076, -0.144, -0.031], [-0.001, -0.018, -0.024], [0.032, 0.032, -0.002], [0.032, 0.037, -0.043], [0.010, 0.008, 0.032], [0.030, -0.010, 0.000], [0.008, -0.003, -0.013], [-0.011, 0.004, -0.016], [-0.020, -0.004, -0.007], [0.164, -0.015, -0.147], [-0.380, 0.010, -0.161], [0.038, 0.141, 0.087], [-0.260, -0.105, 0.180], [0.043, 0.089, 0.046], [0.038, -0.037, -0.109], [0.071, -0.001, -0.032]], "lowdin_spin": [1.252, 0.329, 0.167, 0.195, 0.341, 0.022, 0.047, 0.000, 0.075, 0.000, 0.050, 0.003, -0.001, 0.003, -0.001, 0.003, 0.001, 0.003, 0.016, 0.025, 0.070, 0.671, 0.029, 0.004, 0.008, 0.002, 0.000, 0.000, 0.000, 0.000, 0.000, 0.000, 0.000, 0.000, 0.000, 0.000, 0.002, 0.009, 0.000, 0.007, 0.000, 0.000, 0.000, 0.000, 0.000, 0.095, 0.372, 0.089, 0.055, 0.015, 0.016, 0.026], "homo_energy_ev": [-15.04, -15.06], "total_charge": 2, "total_energy_ev": -59994.3529, "multiplicity": 5}



{"formula": "C29H44AuN4O5SSi", "method": "wB97M-V/def2-TZVPD", "species": ["Au", "N", "C", "C", "C", "C", "C", "C", "C", "C", "C", "C", "C", "C", "H", "H", "H", "H", "H", "H", "H", "H", "H", "H", "S", "C", "N", "C", "C", "C", "N", "C", "O", "N", "H", "H", "H", "H", "H", "H", "H", "C", "C", "C", "C", "O", "Si", "O", "O", "C", "C", "C", "C", "O", "C", "C", "C", "C", "H", "H", "H", "H", "H", "H", "H", "H", "H", "H", "H", "H", "H", "H", "H", "H", "H", "H", "H", "H", "H", "H", "H", "H", "H", "H", "H"], "positions_angstrom": [[0.232, 0.104, 0.305], [-3.210, 0.645, -1.138], [-3.407, 1.311, 0.060], [-4.513, 1.014, 0.860], [-4.783, 1.744, 2.004], [-3.957, 2.797, 2.373], [-2.860, 3.103, 1.578], [-2.563, 2.370, 0.434], [-1.398, 2.759, -0.406], [-1.515, 3.965, -1.106], [-0.481, 4.438, -1.894], [0.696, 3.712, -1.982], [0.815, 2.503, -1.310], [-0.224, 2.001, -0.525], [-3.489, -0.323, -1.115], [-2.275, 0.758, -1.504], [-5.152, 0.189, 0.566], [-5.647, 1.492, 2.607], [-4.155, 3.366, 3.272], [-2.206, 3.925, 1.845], [-2.440, 4.524, -1.025], [-0.588, 5.370, -2.436], [1.522, 4.090, -2.573], [1.734, 1.937, -1.392], [-1.419, -1.420, 0.930], [3.440, -1.742, 3.761], [2.092, -1.206, 3.754], [1.031, -1.955, 4.110], [-0.220, -1.444, 4.137], [-0.363, -0.091, 3.700], [0.666, 0.642, 3.340], [1.934, 0.169, 3.416], [2.938, 0.833, 3.233], [-1.576, 0.509, 3.727], [3.938, -1.514, 4.706], [4.007, -1.270, 2.962], [3.412, -2.820, 3.609], [1.232, -2.985, 4.377], [-1.075, -2.038, 4.419], [-2.388, -0.078, 3.619], [-1.626, 1.383, 3.225], [2.003, -0.161, -3.843], [3.365, 0.529, -3.724], [3.303, 1.915, -4.368], [4.436, -0.307, -4.436], [3.724, 0.720, -2.367], [3.627, -0.309, -1.072], [2.233, -0.331, -0.354], [4.052, -1.790, -1.682], [4.309, -2.999, -0.988], [3.372, -3.168, 0.212], [5.766, -3.004, -0.513], [4.076, -4.129, -1.992], [4.863, 0.097, -0.060], [5.316, 1.372, 0.374], [4.174, 2.388, 0.441], [5.895, 1.182, 1.776], [6.388, 1.855, -0.608], [1.701, -0.237, -4.888], [1.248, 0.403, -3.293], [2.068, -1.160, -3.409], [3.097, 1.824, -5.435], [4.258, 2.427, -4.232], [2.517, 2.512, -3.904], [4.167, -0.461, -5.483], [4.526, -1.266, -3.932], [5.398, 0.208, -4.384], [3.543, -2.358, 0.922], [3.546, -4.129, 0.700], [2.335, -3.094, -0.114], [5.929, -2.126, 0.112], [6.435, -2.951, -1.374], [5.989, -3.909, 0.056], [3.026, -4.140, -2.290], [4.338, -5.096, -1.558], [4.683, -3.964, -2.883], [3.374, 1.994, 1.069], [3.780, 2.568, -0.561], [4.531, 3.328, 0.863], [5.080, 0.924, 2.454], [6.365, 2.104, 2.124], [6.633, 0.377, 1.775], [5.939, 1.925, -1.599], [7.210, 1.137, -0.649], [6.774, 2.832, -0.312]], "atomic_forces_ev_per_a": [[-0.572, -0.315, -0.277], [-0.046, 0.084, -0.112], [-0.103, 0.213, 0.059], [0.124, -0.083, -0.009], [0.007, -0.080, 0.004], [0.007, 0.057, 0.085], [-0.036, -0.086, -0.013], [0.061, -0.134, 0.110], [0.064, 0.002, -0.113], [0.039, -0.077, 0.039], [0.010, 0.139, -0.037], [0.025, -0.003, -0.002], [-0.011, 0.074, -0.042], [0.127, -0.185, 0.085], [0.084, -0.058, 0.034], [0.051, -0.121, 0.013], [-0.058, 0.025, 0.023], [0.012, -0.008, 0.011], [-0.029, 0.022, -0.019], [0.031, -0.016, 0.009], [0.004, 0.012, 0.002], [-0.017, 0.012, 0.030], [0.008, -0.033, -0.004], [-0.005, 0.006, -0.020], [0.158, 0.257, -0.071], [0.159, 0.079, 0.058], [-0.025, 0.154, -0.213], [-0.232, 0.018, 0.041], [-0.073, -0.056, -0.054], [0.598, 0.039, 0.300], [-0.263, 0.309, 0.084], [0.186, -0.312, 0.168], [-0.123, -0.009, 0.025], [-0.234, 0.002, -0.137], [0.017, -0.012, -0.028], [-0.017, -0.041, -0.016], [-0.067, 0.003, -0.004], [0.057, 0.007, -0.019], [0.033, -0.060, -0.009], [0.003, 0.000, -0.020], [-0.030, 0.022, -0.079], [0.137, 0.040, 0.232], [-0.076, -0.001, -0.471], [-0.014, -0.091, 0.172], [-0.075, 0.094, 0.251], [0.132, 0.035, 0.009], [-0.053, 0.019, 0.098], [-0.166, 0.226, 0.087], [0.049, -0.100, -0.047], [0.075, -0.333, 0.130], [0.029, 0.238, -0.178], [-0.180, 0.115, -0.120], [-0.021, 0.186, 0.039], [0.126, -0.044, -0.030], [0.180, 0.337, 0.159], [-0.044, -0.312, -0.071], [-0.160, -0.090, -0.129], [-0.183, -0.158, 0.043], [0.010, -0.027, -0.016], [-0.014, -0.002, -0.009], [-0.082, -0.037, -0.040], [-0.010, 0.037, -0.013], [0.003, 0.008, -0.009], [-0.004, -0.004, -0.016], [0.010, 0.005, -0.011], [0.045, -0.074, -0.064], [0.014, -0.009, -0.023], [-0.027, -0.064, 0.057], [0.006, -0.016, -0.003], [-0.029, -0.048, 0.049], [0.094, -0.016, 0.032], [0.030, 0.022, 0.019], [-0.009, -0.017, -0.002], [-0.004, -0.047, -0.010], [-0.024, -0.017, 0.005], [0.026, -0.009, 0.009], [0.003, 0.078, 0.024], [0.000, 0.100, -0.004], [-0.012, 0.030, -0.014], [0.090, 0.008, 0.039], [0.034, -0.003, 0.012], [0.057, 0.025, -0.035], [0.067, 0.051, -0.043], [0.026, 0.012, 0.018], [0.018, 0.002, -0.003]], "lowdin_spin": [0.499, 0.005, 0.000, 0.002, -0.001, 0.001, -0.001, 0.005, 0.028, 0.010, -0.006, 0.009, 0.030, 0.197, 0.003, 0.001, 0.000, 0.000, 0.000, 0.000, 0.002, 0.000, 0.001, 0.004, 1.070, 0.000, 0.002, 0.003, 0.015, 0.019, 0.000, 0.000, 0.000, 0.016, 0.000, 0.000, 0.000, 0.000, 0.002, 0.006, 0.000, 0.000, 0.000, 0.000, 0.000, 0.001, 0.007, 0.065, 0.003, 0.000, 0.000, 0.000, 0.000, 0.001, 0.000, 0.000, 0.000, 0.000, 0.000, 0.000, 0.000, 0.000, 0.000, 0.000, 0.000, 0.000, 0.000, 0.000, 0.000, 0.000, 0.000, 0.000, 0.000, 0.000, 0.000, 0.000, 0.000, 0.000, 0.000, 0.000, 0.000, 0.000, 0.000, 0.000, 0.000], "homo_energy_ev": [-4.53, -5.15], "total_charge": -1, "total_energy_ev": -69397.9148, "multiplicity": 3}



{"formula": "C11H11NS", "method": "wB97M-V/def2-TZVPD", "species": ["C", "C", "C", "C", "C", "C", "C", "C", "C", "C", "C", "N", "S", "H", "H", "H", "H", "H", "H", "H", "H", "H", "H", "H"], "positions_angstrom": [[1.722, 1.867, 1.393], [2.466, 2.137, 0.208], [0.991, 0.761, 1.566], [2.733, 1.131, -0.731], [0.172, -2.537, 0.017], [0.284, 0.033, 0.579], [2.306, -0.110, -0.679], [-0.483, -1.390, 0.417], [-0.294, -0.288, -0.553], [-1.878, -1.554, 1.092], [-0.703, 0.065, -1.875], [1.423, -2.780, -0.181], [2.689, -1.514, 0.123], [1.968, 2.542, 2.208], [2.749, 3.173, -0.123], [0.802, 0.273, 2.499], [3.297, 1.525, -1.669], [-0.487, -3.367, -0.206], [-2.351, -0.600, 1.012], [-1.676, -1.756, 2.127], [-2.446, -2.356, 0.603], [-1.133, 1.159, -1.851], [-1.627, -0.638, -2.122], [0.086, -0.285, -2.659]], "atomic_forces_ev_per_a": [[1.633, 1.255, -0.468], [-0.395, 0.741, -1.285], [-1.523, -1.260, 0.246], [1.895, 4.058, -1.215], [2.992, -2.082, -0.285], [-1.305, -1.545, -1.051], [-0.332, -4.734, 0.504], [-1.734, 3.490, 1.369], [1.109, 1.299, 1.668], [1.735, -0.264, -0.914], [-2.485, -0.505, -2.464], [0.500, 0.500, -0.572], [-1.292, 0.314, -0.835], [-0.215, -0.252, 0.295], [-0.217, -1.133, 0.779], [0.063, 0.533, 1.012], [-1.016, -1.130, 1.513], [0.026, -0.579, 0.036], [-0.692, 0.479, -0.024], [-0.385, -0.380, 0.606], [-0.059, 0.248, 0.312], [1.342, -1.998, -0.759], [1.625, 1.525, 0.332], [-1.272, 1.419, 1.201]], "lowdin_charge": [-0.120, -0.122, -0.113, -0.224, -0.232, -0.125, -0.389, -0.345, -0.261, -0.005, -0.045, -0.198, 0.996, 0.104, 0.105, 0.110, 0.157, 0.125, 0.073, 0.071, 0.081, 0.125, 0.117, 0.117], "homo_energy_ev": [-7.21, -7.21], "total_energy_ev": -23902.6418, "relative_energy_kj_mol": 730.63}



> Which formula does entry 2 have?

C29H44AuN4O5SSi